{"formula": "B5CuF12H8", "method": "ωB97M-V/def2-TZVPD", "s_squared": 0.75, "e_lumo_ev": [7.77, 7.10], "spin_multiplicity": 2, "max_force_ha_per_bohr": 0.05087, "mol_weight_g_mol": 353.646, "charge": -3, "homo_lumo_gap_ev": [7.8, 7.2], "e_homo_ha": [-0.0023, -0.0026], "species": ["Cu", "B", "H", "H", "H", "H", "B", "H", "H", "H", "H", "B", "F", "F", "F", "F", "B", "F", "F", "F", "F", "B", "F", "F", "F", "F"], "xyz": [[0.0681, 0.1397, 0.1669], [2.5493, 0.8379, 0.4228], [2.6095, 0.5369, -0.6897], [2.2220, 1.9442, 0.5125], [1.8648, 0.0612, 0.9462], [3.5889, 0.6297, 0.9061], [-0.5842, 2.3279, -0.3302], [0.1127, 2.4522, 0.5901], [-0.4869, 3.3787, -0.8154], [-0.0988, 1.5543, -1.0402], [-1.6421, 1.9459, -0.0686], [-3.1434, -0.9048, -0.8748], [-1.9492, -0.4081, -0.2653], [-2.8379, -2.0623, -1.6013], [-4.1151, -1.1140, 0.0980], [-3.6294, 0.1119, -1.7563], [1.3914, -1.6702, -2.0102], [1.2731, -2.9375, -2.6476], [1.1775, -1.8010, -0.6335], [2.6196, -1.1498, -2.4367], [0.2998, -0.8546, -2.4802], [-0.2182, -0.6083, 2.8540], [-0.8817, 0.5417, 2.2949], [-1.0553, -1.1703, 3.8319], [-0.1799, -1.4548, 1.7116], [1.0454, -0.3264, 3.3148]], "mulliken_charge": [0.697, 0.799, -0.315, -0.329, -0.093, -0.255, 0.930, -0.335, -0.249, -0.108, -0.404, 0.158, -0.012, -0.413, -0.385, -0.435, 0.432, -0.426, -0.313, -0.405, -0.433, 0.409, -0.434, -0.387, -0.322, -0.373]}


{"formula": "BCdH20O12P", "method": "ωB97M-V/def2-TZVPD", "e_lumo_ev": 3.75, "max_force_ha_per_bohr": 0.15136, "mol_weight_g_mol": 366.346, "charge": -2, "homo_lumo_gap_ev": 2.3, "e_homo_ha": 0.0545, "species": ["Cd", "P", "O", "O", "O", "O", "B", "H", "H", "H", "H", "O", "H", "H", "O", "H", "H", "O", "H", "H", "O", "H", "H", "O", "H", "H", "O", "H", "H", "O", "H", "H", "O", "H", "H"], "xyz": [[0.7204, 1.4654, -0.1074], [0.6013, 3.8138, 0.9086], [1.8263, 4.5592, 1.2744], [-0.4126, 5.0614, 0.8394], [0.3282, 2.5249, 1.7111], [1.1817, 3.2895, -0.3966], [-0.2206, -0.6356, 0.2486], [0.6051, -1.3029, 0.4419], [-0.1327, -0.2752, -0.7646], [-1.1636, -1.1315, 0.4190], [-0.1488, 0.1940, 0.9349], [-0.4089, -3.5068, 0.7245], [-0.3040, -2.5620, 0.6116], [-0.1117, -3.8819, -0.1045], [0.1322, -0.1512, 3.4858], [0.0024, -0.0417, 2.5438], [0.0061, 0.7255, 3.8489], [1.5797, 1.1220, -1.9191], [2.2164, 1.7990, -2.1481], [1.1110, 0.9474, -2.7353], [2.5963, 0.7348, 0.5272], [2.9348, 0.3606, 1.3406], [3.1815, 0.4003, -0.1525], [-1.7092, -1.7679, -2.1080], [-1.1600, -2.5451, -2.2102], [-1.2501, -1.2330, -1.4604], [-3.6858, -1.5732, 1.4093], [-2.7755, -1.7058, 1.1445], [-3.6393, -1.3992, 2.3494], [-1.1534, 1.8886, -1.0290], [-1.4802, 1.9480, -1.9267], [-1.9347, 1.9761, -0.4829], [0.6117, -3.1374, -2.1521], [1.3394, -2.5324, -2.0082], [0.7167, -3.4279, -3.0581]], "mulliken_charge": [0.170, 0.753, -0.884, -0.906, -0.597, -0.591, 1.039, -0.108, -0.074, -0.525, -0.172, -0.700, 0.224, 0.296, -0.756, 0.289, 0.327, -0.186, 0.232, 0.167, -0.316, 0.208, 0.233, -0.704, 0.388, 0.292, -0.689, 0.264, 0.297, -0.325, 0.190, 0.233, -0.614, 0.278, 0.270]}